{"formula": "C29H31BCl3GeI2KN10O2", "method": "the ωB97M-V functional and the def2-TZVPD basis", "e_above_lowest_kcal_mol": 18.4, "largest_force_ha_per_bohr": 0.0066, "orbital_gap_ev": 5.97, "species": ["K", "I", "C", "C", "C", "I", "C", "O", "C", "C", "N", "C", "C", "C", "C", "C", "C", "N", "C", "H", "H", "H", "H", "H", "H", "H", "H", "H", "H", "H", "C", "C", "N", "N", "C", "B", "N", "C", "C", "C", "N", "N", "C", "C", "C", "N", "N", "C", "C", "C", "N", "H", "H", "H", "H", "H", "H", "H", "H", "H", "H", "H", "H", "Cl", "Ge", "Cl", "Cl", "C", "C", "C", "O", "C", "H", "H", "H", "H", "H", "H", "H", "H"], "xyz": [[-0.019, 1.074, -1.577], [2.290, -0.956, -9.147], [1.676, -0.958, -7.147], [0.596, -0.189, -6.756], [0.231, -0.200, -5.421], [-1.442, 0.951, -4.858], [0.886, -0.945, -4.404], [0.549, -0.889, -3.169], [1.966, -1.753, -4.878], [2.653, -2.724, -3.936], [3.019, -2.257, -2.609], [3.808, -1.041, -2.596], [4.064, -0.641, -1.168], [5.344, -0.347, -0.710], [5.533, -0.062, 0.630], [4.440, -0.083, 1.480], [3.197, -0.360, 0.932], [3.002, -0.615, -0.357], [2.345, -1.733, -6.208], [0.049, 0.412, -7.469], [3.555, -3.098, -4.433], [2.001, -3.590, -3.789], [2.167, -2.050, -2.102], [3.315, -0.205, -3.122], [4.762, -1.221, -3.098], [6.180, -0.370, -1.397], [6.524, 0.158, 1.009], [4.541, 0.118, 2.538], [2.303, -0.359, 1.550], [3.180, -2.350, -6.520], [-0.580, -2.754, 0.676], [-0.156, -1.590, 0.015], [-0.268, -0.525, 0.798], [-0.755, -0.988, 1.980], [-0.954, -2.328, 1.924], [-0.987, 0.040, 3.062], [0.356, 0.730, 3.470], [1.240, 0.199, 4.320], [2.270, 1.103, 4.518], [1.941, 2.190, 3.728], [0.778, 1.958, 3.108], [-1.959, 1.146, 2.529], [-3.285, 1.010, 2.529], [-3.867, 2.137, 1.978], [-2.802, 2.939, 1.623], [-1.650, 2.331, 1.946], [-1.604, -0.512, 4.343], [-2.187, 0.223, 5.327], [-2.297, -0.567, 6.440], [-1.715, -1.789, 6.052], [-1.290, -1.749, 4.803], [-0.592, -3.759, 0.294], [0.223, -1.515, -0.996], [-1.314, -2.864, 2.783], [1.058, -0.776, 4.743], [3.130, 0.989, 5.154], [2.469, 3.114, 3.565], [-3.733, 0.118, 2.935], [-4.914, 2.344, 1.852], [-2.792, 3.908, 1.157], [-2.480, 1.248, 5.170], [-2.732, -0.308, 7.389], [-1.594, -2.693, 6.627], [0.317, 4.887, 2.727], [0.125, 3.090, 1.581], [-0.697, 3.989, -0.296], [1.940, 2.542, 0.523], [-4.415, -0.207, -2.040], [-4.904, 1.199, -1.690], [-3.594, 1.966, -1.650], [-2.655, 1.065, -1.061], [-3.077, -0.295, -1.305], [-4.258, -0.293, -3.115], [-5.104, -0.990, -1.730], [-5.374, 1.209, -0.703], [-5.608, 1.603, -2.415], [-3.620, 2.869, -1.040], [-3.272, 2.241, -2.661], [-3.158, -0.794, -0.336], [-2.316, -0.807, -1.898]], "mulliken_charge": [0.582, 0.010, -0.517, -0.538, -0.106, -0.016, -0.029, -0.259, 0.998, -1.524, -0.352, 0.005, 0.229, -0.813, -0.572, -0.656, -0.059, 0.264, -0.585, 0.361, 0.427, 0.375, 0.170, 0.135, 0.405, 0.372, 0.407, 0.464, 0.100, 0.322, -1.700, -0.154, 0.320, 1.092, -0.292, -0.060, 0.939, -0.321, -1.393, -0.109, -0.660, 0.611, -0.340, -1.391, -0.393, -0.008, 0.804, -0.260, -1.019, -0.273, -1.233, 0.554, 0.262, 0.614, 0.533, 0.495, 0.424, 0.625, 0.530, 0.725, 0.454, 0.413, 0.477, -0.322, 0.844, -0.386, -0.211, -0.712, -0.484, -0.450, 0.094, 0.046, 0.253, 0.365, 0.189, 0.425, 0.174, 0.194, 0.050, 0.068]}

=====

{"formula": "C29H31BrF25InNO17S2", "method": "the ωB97M-V functional and the def2-TZVPD basis", "charge": -1, "largest_force_ha_per_bohr": 0.0422, "orbital_gap_ev": 5.34, "species": ["C", "N", "C", "In", "C", "C", "C", "Br", "C", "C", "C", "F", "F", "C", "F", "F", "C", "F", "F", "C", "F", "F", "S", "F", "F", "F", "F", "F", "S", "O", "O", "C", "F", "F", "C", "F", "F", "C", "F", "F", "F", "H", "H", "H", "H", "H", "H", "H", "H", "H", "H", "H", "H", "H", "H", "H", "H", "C", "C", "O", "C", "O", "O", "F", "H", "H", "H", "C", "C", "O", "C", "O", "O", "F", "H", "H", "H", "C", "C", "O", "C", "O", "O", "F", "H", "H", "H", "C", "C", "O", "C", "O", "O", "F", "H", "H", "H", "C", "C", "O", "C", "O", "O", "F", "H", "H", "H"], "xyz": [[2.191, -0.728, -1.142], [3.364, -1.279, -1.846], [3.253, -0.958, -3.316], [2.729, -2.871, -4.364], [4.609, -3.894, -5.061], [5.444, -2.999, -5.987], [6.750, -3.624, -6.561], [7.552, -5.046, -5.494], [1.673, -4.180, -2.903], [0.164, -3.889, -2.744], [-0.667, -5.155, -2.893], [-0.360, -5.923, -1.808], [-0.316, -5.879, -3.961], [-2.214, -4.902, -2.806], [-2.425, -3.735, -2.198], [-2.751, -5.850, -2.020], [-2.925, -4.983, -4.198], [-2.202, -4.251, -5.019], [-2.950, -6.260, -4.526], [-4.338, -4.321, -4.112], [-4.159, -3.030, -4.198], [-4.934, -4.521, -2.971], [-5.551, -4.795, -5.492], [-5.652, -3.297, -6.001], [-4.395, -5.084, -6.509], [-5.609, -6.287, -4.981], [-6.781, -4.460, -4.522], [-6.590, -5.194, -6.615], [1.128, -2.582, -6.322], [1.141, -3.837, -7.059], [-0.251, -2.306, -5.906], [1.552, -1.218, -7.552], [1.223, -1.684, -8.767], [2.854, -0.977, -7.608], [0.768, 0.112, -7.407], [1.249, 0.931, -8.374], [-0.500, -0.028, -7.668], [0.993, 0.881, -6.082], [0.533, 2.129, -6.269], [0.349, 0.395, -5.072], [2.263, 1.003, -5.820], [1.276, -0.937, -1.691], [2.244, 0.366, -1.048], [2.106, -1.158, -0.151], [4.185, -0.819, -1.470], [2.443, -0.230, -3.396], [4.206, -0.541, -3.644], [4.364, -4.833, -5.568], [5.168, -4.172, -4.164], [4.816, -2.780, -6.855], [5.696, -2.075, -5.462], [7.475, -2.819, -6.691], [6.562, -3.996, -7.566], [2.178, -4.025, -1.948], [1.881, -5.216, -3.179], [-0.219, -3.084, -3.375], [-0.003, -3.573, -1.718], [-1.288, 0.003, 2.206], [-0.847, -1.128, 3.098], [-0.671, -2.194, 2.189], [-0.334, -1.629, 0.985], [0.139, -2.217, 0.075], [-0.605, -0.297, 0.986], [-1.812, -1.468, 3.993], [-2.365, -0.004, 2.031], [-0.999, 0.977, 2.590], [0.089, -0.944, 3.630], [-3.326, 0.340, 7.191], [-2.861, 1.623, 7.827], [-1.982, 2.153, 6.849], [-2.428, 1.698, 5.643], [-2.101, 2.144, 4.593], [-3.301, 0.673, 5.801], [-2.156, 1.384, 8.970], [-2.641, -0.489, 7.379], [-4.326, 0.051, 7.506], [-3.658, 2.343, 8.030], [-5.246, 5.484, 10.458], [-3.972, 5.841, 9.738], [-3.760, 4.712, 8.909], [-4.990, 4.193, 8.639], [-5.207, 3.408, 7.772], [-5.926, 4.690, 9.481], [-2.929, 5.959, 10.594], [-5.060, 4.883, 11.350], [-5.834, 6.356, 10.735], [-4.038, 6.739, 9.121], [2.666, 4.738, -3.959], [3.907, 5.141, -3.204], [3.991, 4.158, -2.194], [3.404, 3.025, -2.703], [3.521, 1.942, -2.249], [2.673, 3.320, -3.811], [3.765, 6.361, -2.623], [1.760, 5.148, -3.508], [2.698, 5.021, -5.009], [4.822, 5.130, -3.800], [0.390, 5.800, 10.668], [1.660, 6.240, 9.988], [1.767, 7.596, 10.384], [1.156, 7.698, 11.603], [1.281, 8.613, 12.343], [0.389, 6.602, 11.852], [1.548, 6.183, 8.639], [-0.496, 6.026, 10.076], [0.389, 4.740, 10.913], [2.553, 5.697, 10.300]], "mulliken_charge": [-0.840, -0.271, -1.064, 0.963, -1.313, 0.071, -0.800, -0.241, -1.603, -0.038, 0.640, -0.392, -0.293, 0.604, -0.316, -0.346, 0.329, -0.170, -0.311, 0.589, -0.239, -0.285, 1.433, -0.308, -0.287, -0.299, -0.337, -0.297, 0.776, -0.721, -0.584, 0.404, -0.289, -0.277, 0.663, -0.325, -0.245, 0.602, -0.322, -0.179, -0.270, 0.243, 0.189, 0.387, 0.261, 0.410, 0.502, 0.389, 0.507, 0.021, 0.116, 0.416, 0.355, 0.369, 0.559, 0.670, -0.115, -0.374, 0.408, -0.309, 0.495, -0.472, -0.288, -0.315, 0.288, 0.217, 0.288, -0.463, 1.122, -0.294, 0.652, -0.532, -0.305, -0.344, 0.267, 0.307, -0.383, -0.437, 0.297, -0.230, 0.654, -0.564, -0.323, -0.276, 0.303, 0.284, 0.271, -0.487, 0.324, -0.331, 0.455, -0.422, -0.117, -0.302, 0.270, 0.287, 0.292, -0.205, 0.325, -0.313, 0.641, -0.498, -0.314, -0.277, 0.087, 0.276, 0.276]}

=====

{"formula": "C29H31ClN4PPd", "method": "the ωB97M-V functional and the def2-TZVPD basis", "e_above_lowest_kcal_mol": 1.6, "charge": 1, "largest_force_ha_per_bohr": 0.0250, "orbital_gap_ev": 6.00, "species": ["Pd", "N", "C", "C", "C", "C", "C", "C", "C", "C", "N", "C", "H", "H", "H", "H", "H", "H", "H", "H", "Cl", "C", "C", "C", "C", "C", "C", "P", "C", "C", "C", "C", "C", "C", "C", "C", "C", "C", "C", "C", "H", "H", "H", "H", "H", "H", "H", "H", "H", "H", "H", "H", "H", "H", "N", "C", "C", "N", "H", "H", "H", "H", "H", "H", "H", "H", "H"], "xyz": [[0.877, -0.006, -0.575], [1.110, 2.503, -1.928], [1.259, 2.272, -3.270], [1.062, 3.255, -4.216], [1.153, 2.982, -5.592], [1.459, 1.733, -6.049], [1.709, 0.702, -5.115], [2.104, -0.594, -5.518], [2.387, -1.543, -4.581], [2.255, -1.204, -3.221], [1.865, -0.026, -2.799], [1.604, 0.949, -3.724], [1.469, 1.765, -1.313], [1.191, 3.449, -1.597], [0.829, 4.260, -3.885], [0.981, 3.786, -6.296], [1.533, 1.522, -7.108], [2.201, -0.808, -6.576], [2.725, -2.532, -4.860], [2.491, -1.936, -2.454], [2.190, -2.082, 0.512], [1.830, -1.967, 2.223], [2.242, -3.024, 3.020], [1.993, -2.990, 4.381], [1.337, -1.900, 4.936], [0.937, -0.852, 4.123], [1.169, -0.859, 2.745], [0.652, 0.547, 1.672], [0.510, 1.889, 2.916], [-0.675, 2.304, 3.514], [-0.669, 3.347, 4.432], [0.518, 3.984, 4.762], [1.707, 3.577, 4.169], [1.698, 2.544, 3.247], [-1.150, 0.137, 1.419], [-1.827, -0.890, 2.078], [-3.194, -1.092, 1.886], [-3.909, -0.274, 1.024], [-3.241, 0.743, 0.339], [-1.883, 0.945, 0.538], [2.761, -3.860, 2.571], [2.323, -3.809, 5.006], [1.142, -1.862, 6.000], [0.435, 0.001, 4.564], [-1.615, 1.817, 3.276], [-1.598, 3.661, 4.892], [0.517, 4.797, 5.476], [2.636, 4.071, 4.420], [2.625, 2.237, 2.773], [-1.296, -1.515, 2.786], [-3.709, -1.845, 2.469], [-4.977, -0.404, 0.906], [-3.790, 1.400, -0.325], [-1.377, 1.750, 0.016], [-3.385, -2.569, -0.966], [-2.173, -3.291, -1.535], [-0.960, -2.420, -1.288], [-1.014, -1.105, -1.875], [-4.214, -3.162, -0.925], [-3.607, -1.751, -1.540], [-3.191, -2.204, -0.022], [-2.356, -3.458, -2.595], [-2.085, -4.252, -1.032], [-0.088, -2.947, -1.678], [-0.808, -2.316, -0.207], [-1.752, -0.499, -1.541], [-0.939, -1.083, -2.884]], "nbo_charge": [0.051, -0.802, 0.198, -0.283, -0.161, -0.274, 0.002, -0.141, -0.279, 0.046, -0.469, 0.089, 0.387, 0.392, 0.214, 0.221, 0.217, 0.220, 0.227, 0.191, 0.003, -0.008, -0.234, -0.179, -0.230, -0.125, -0.409, 0.843, -0.373, -0.227, -0.194, -0.198, -0.220, -0.137, -0.182, -0.280, -0.267, -0.280, -0.250, -0.242, 0.234, 0.228, 0.226, 0.221, 0.213, 0.219, 0.223, 0.223, 0.213, 0.236, 0.228, 0.225, 0.230, 0.248, -0.703, -0.231, -0.259, -0.862, 0.439, 0.439, 0.469, 0.222, 0.230, 0.238, 0.226, 0.377, 0.391]}